This record from the Open Molecules 2025 dataset describes a structure of composition C16H33NOP2Re in a non-equilibrium geometry. The level of theory is ωB97M-V/def2-TZVPD.

```
54
Properties=species:S:1:pos:R:3:forces:R:3
Re 0.10996 -0.13144 0.69003 0.046 2.186 -1.757
P -1.49792 1.70483 0.90603 0.422 -0.916 0.519
P 1.93390 -1.21846 -0.23050 0.793 -1.060 -0.322
N -1.08788 -1.13200 -0.12102 -1.587 -1.373 -1.501
H -0.53474 0.25930 2.05593 -0.555 0.729 2.102
C -2.01538 2.93855 -0.33067 -0.210 0.208 -0.210
H -2.68283 3.67813 0.13828 0.159 -0.183 -0.190
H -2.54972 2.44736 -1.15595 0.193 0.093 0.224
H -1.13771 3.45277 -0.74558 -0.277 -0.190 0.164
C -1.18431 2.70925 2.39269 -0.097 0.224 -0.091
H -2.02515 3.38991 2.56466 0.174 0.060 0.067
H -0.24654 3.25946 2.26944 -0.185 -0.001 0.074
H -1.07397 2.02716 3.24037 -0.019 0.158 -0.144
C -3.04013 0.84250 1.39433 -0.369 0.345 -0.065
H -3.70764 1.54689 1.90195 -0.134 -0.098 -0.156
H -2.79399 0.03303 2.08850 0.043 0.197 -0.177
H -3.53903 0.39923 0.52417 0.121 0.126 0.157
C 2.48137 -0.87195 -1.92140 0.292 0.047 -0.293
H 3.24557 -1.60802 -2.21527 -0.201 0.219 0.012
H 2.87198 0.15156 -1.96640 -0.097 -0.440 -0.069
H 1.61977 -0.94476 -2.59465 0.169 0.021 0.101
C 3.49765 -1.21758 0.70039 0.311 -0.214 -0.062
H 4.19842 -1.90466 0.20808 0.010 0.128 0.170
H 3.33161 -1.54981 1.73093 0.003 0.097 -0.219
H 3.92417 -0.20842 0.70984 -0.116 -0.208 0.002
C 1.55626 -3.01374 -0.38358 0.445 -0.237 -0.199
H 2.46122 -3.51232 -0.75529 -0.217 -0.073 -0.008
H 0.73774 -3.16331 -1.09909 0.178 0.129 0.157
H 1.27412 -3.47576 0.56761 0.093 0.164 -0.346
C -1.94998 -1.99505 -0.70052 -0.043 0.177 -0.126
C -3.45450 -2.59707 -2.50221 0.082 -0.141 0.097
C -2.47438 -1.75292 -2.00609 0.098 -0.072 0.568
C -2.37659 -3.13350 0.03892 -0.144 0.397 -0.186
C -3.36258 -3.95755 -0.48363 0.255 0.359 -0.187
C -3.90860 -3.68833 -1.74767 -0.002 -0.199 0.009
H -3.87031 -2.41094 -3.49316 0.057 -0.066 0.244
H -2.11274 -0.87049 -2.54408 -0.180 -0.384 0.105
H -1.93935 -3.27030 1.03219 -0.209 -0.107 -0.345
H -3.69387 -4.80853 0.10386 -0.066 0.044 -0.164
H -4.67184 -4.35083 -2.15205 0.136 0.180 0.063
C 2.46656 2.95792 -0.89567 -0.735 -1.664 -0.850
O 1.93284 1.98346 -1.44720 0.962 2.198 0.973
C 1.86296 4.34082 -0.96919 -0.025 -0.120 0.002
H 2.06936 4.88524 -0.04027 -0.205 -0.039 -0.201
H 0.79139 4.24392 -1.16039 0.215 0.164 0.034
H 2.31794 4.90931 -1.79495 -0.050 -0.204 0.197
C 3.73637 2.79942 -0.08420 0.171 0.131 -0.023
H 4.54443 2.35253 -0.68621 -0.427 -0.055 0.220
H 3.51438 2.16384 0.78972 0.069 0.105 -0.363
H 4.09132 3.76897 0.27502 -0.022 -0.131 0.009
C 0.52131 -1.47298 2.22575 0.587 -0.202 1.778
H 0.82669 -2.49454 2.00344 -0.042 0.175 -0.107
H -0.33255 -1.51496 2.91249 0.342 -0.271 -0.002
H 1.34491 -0.97510 2.76230 -0.215 -0.414 0.314
```
Forces are in eV/Å.

- Multiplicity: 4
- Gap between HOMO and LUMO (alpha / beta): 5.8 / 7.6 eV
- ⟨S²⟩: 3.78
- HOMO level (alpha / beta): -0.189 / -0.275 hartree
- Relative energy (zero: lowest compared OMol25 entry of this formula, charge and spin): 0.0 kcal per mole

Atomic partial charges in e from the Löwdin method, atoms 1 to 6: 0.843 0.633 0.611 -0.232 -0.109 -0.251



This record from the Open Molecules 2025 dataset describes the molecule C10H10O2S in a non-equilibrium geometry. The level of theory is ωB97M-V/def2-TZVPD.

```
23
Properties=species:S:1:pos:R:3:forces:R:3
C 1.90965 1.20267 -0.39194 -6.288 0.517 0.834
C 0.91437 0.36369 0.56332 2.565 0.305 1.565
C 1.60447 -0.94927 1.09012 2.577 3.137 1.590
C 2.00706 -1.71130 -0.16261 3.726 1.471 0.098
C -0.86477 -1.00504 -0.46920 -0.668 -0.728 2.524
C -2.36719 -1.30571 -0.49186 3.243 0.225 -0.140
C -3.18055 -0.26220 -0.27340 -1.981 4.411 -0.605
C -2.68922 1.25637 -0.15468 1.241 -4.942 -0.201
C -1.34053 1.38169 0.05808 0.047 -0.250 2.619
C -0.50594 0.20726 0.20556 -0.390 -1.428 -4.588
H 1.49738 2.90242 -1.27338 2.559 3.058 -3.625
H 0.86248 1.01080 1.43053 0.171 0.381 0.409
H 0.89109 -1.49305 1.67729 -0.225 -0.306 0.425
H 2.48543 -0.48146 1.92976 -2.068 -1.815 -2.747
H 2.58739 -2.63434 -0.04291 0.064 0.158 0.629
H 2.88709 -0.96349 -0.76894 -3.478 -2.469 0.990
H -2.80463 -2.30468 -0.62333 0.592 0.439 -0.086
H -4.31392 -0.42614 -0.31146 1.809 0.299 0.156
H -3.26043 2.13352 -0.25332 -1.243 0.484 0.082
H -0.85683 2.31206 0.50562 -0.991 -1.023 -1.244
O 1.15570 2.33772 -0.68207 -1.078 -3.579 3.917
O 2.88462 0.87851 -0.92125 3.259 0.137 -1.068
S 0.49728 -2.45002 -0.63992 -3.444 1.518 -1.536
```
Forces are in eV/Å.

- Gap between HOMO and LUMO: 8.6 eV
- HOMO level: -0.297 hartree
- Relative energy (zero: lowest compared OMol25 entry of this formula, charge and spin): 101.6 kcal per mole

Atomic partial charges in e from the Löwdin method, atoms 1 to 6: -0.405 -0.229 -0.251 -0.581 -0.245 -0.114



This record from the Open Molecules 2025 dataset describes a structure of composition C15H21AlNO in a non-equilibrium geometry. The level of theory is ωB97M-V/def2-TZVPD.

```
39
Properties=species:S:1:pos:R:3:forces:R:3
O -2.62811 -0.51457 -0.55206 0.281 0.193 -0.727
C -1.38616 0.01280 -1.06856 -0.066 1.663 0.291
C -0.64341 0.80142 0.07846 0.044 -0.102 0.406
C -0.81476 0.18580 1.52457 0.121 -0.683 -0.121
C -1.89026 0.91195 2.42580 0.856 -0.239 -0.232
Al -1.17697 2.63349 3.33058 0.168 -0.639 -0.463
C 0.20858 3.41326 1.99123 -1.360 0.679 0.058
C -0.28974 4.36123 0.98230 3.618 -0.200 -1.078
C 0.68107 4.88203 0.00303 0.144 -1.454 1.702
C 2.07070 4.41677 0.12101 -2.125 -0.531 1.280
C 2.36831 3.48207 1.19391 0.173 0.607 -1.097
N 1.50681 2.97025 2.11946 -0.317 1.913 -2.306
H -3.17591 0.27840 -0.40966 0.265 -0.632 0.160
H -1.67077 0.77997 -1.84984 0.552 -0.824 0.424
H -0.75197 -0.74949 -1.58356 -0.797 0.151 0.749
H 0.46607 0.86066 -0.11526 -1.139 0.255 -0.176
H -1.09425 1.83423 0.11047 0.736 -0.873 -0.115
H -1.07178 -0.91052 1.39571 0.204 0.985 0.096
H 0.19987 0.18677 2.02107 -1.007 0.170 -0.364
H -2.78187 1.16423 1.79306 0.415 -0.494 0.653
H -2.13313 0.21089 3.27374 -0.273 0.596 -0.849
H -0.49813 2.31133 4.76036 0.152 -0.058 0.036
H -2.41598 3.61702 3.56095 -0.254 0.412 -0.095
H -1.35556 4.66035 0.91915 0.863 -0.329 0.273
H 0.34961 5.59119 -0.79840 0.494 -0.702 0.771
H 2.86763 4.73214 -0.58379 -0.688 -0.230 0.624
H 3.43004 3.11863 1.24782 -1.037 0.326 0.077
C 0.18052 -3.82945 -1.31403 -0.009 0.026 0.017
C 1.22849 -3.24582 -2.01689 -0.011 -0.036 0.003
C 2.01955 -4.02053 -2.85657 -0.047 -0.027 0.011
C 1.75712 -5.37768 -3.00138 -0.009 0.020 0.014
C 0.70750 -5.96032 -2.30173 0.007 0.014 0.007
C -0.07809 -5.18747 -1.45491 0.053 0.017 -0.049
H -0.43455 -3.22555 -0.65640 0.029 -0.005 -0.037
H 1.42894 -2.18595 -1.90908 -0.012 -0.051 0.026
H 2.84059 -3.56639 -3.39926 -0.037 -0.012 0.017
H 2.37131 -5.98113 -3.66013 -0.023 0.020 0.028
H 0.50188 -7.01880 -2.41597 0.014 0.044 0.009
H -0.89319 -5.64321 -0.90519 0.025 0.032 -0.022
```
Forces are in eV/Å.

- Gap between HOMO and LUMO: 7.1 eV
- Total charge: -1
- HOMO level: -0.164 hartree

Atomic partial charges in e from the Löwdin method, atoms 1 to 6: -0.115 -0.255 -0.198 -0.308 -0.318 0.252



This record from the Open Molecules 2025 dataset describes a structure of composition C31H45IrNO2P2S4. The level of theory is ωB97M-V/def2-TZVPD.

```
86
Properties=species:S:1:pos:R:3:forces:R:3
Ir 0.58838 1.34096 -0.07131 0.351 -0.303 0.569
C 2.90688 1.25097 4.00016 0.004 0.024 -0.003
C 2.44928 1.21092 2.57443 -0.005 -0.006 0.039
S 0.83146 1.61491 2.27483 -0.061 0.079 -0.121
C 3.32142 0.84008 1.55292 0.034 -0.016 -0.011
C 4.75288 0.47833 1.82761 0.009 0.011 -0.018
S 2.82941 0.76953 -0.05484 0.041 0.083 -0.067
H 2.12236 1.61958 4.65634 -0.001 0.003 0.001
H 3.78559 1.89046 4.10763 0.002 -0.010 0.006
H 3.18779 0.24838 4.33074 -0.009 -0.046 0.006
H 4.84595 -0.08611 2.75454 -0.017 -0.016 0.004
H 5.36285 1.38026 1.92421 -0.004 -0.002 0.035
H 5.16644 -0.11851 1.01654 0.004 0.023 -0.009
C 1.58700 -0.36405 -2.97010 -0.003 -0.066 0.019
P 0.61916 1.03409 -2.37236 -0.055 0.241 -0.041
C -0.93676 0.93663 -3.31657 0.041 0.013 -0.026
C 1.48034 2.54924 -2.96330 -0.024 -0.088 -0.078
C 0.97625 3.77605 -2.20057 0.003 0.059 0.027
P 1.06769 3.48577 -0.39160 0.004 -0.212 -0.157
C -0.02146 4.66362 0.44883 -0.024 0.039 -0.033
C 2.72412 4.00978 0.08325 0.010 0.120 -0.048
H 1.61720 -0.35552 -4.06027 0.000 0.002 0.002
H 1.11117 -1.27839 -2.61349 0.004 0.000 0.002
H 2.60008 -0.33320 -2.57326 0.005 -0.005 -0.001
H -1.12925 1.87587 -3.83690 -0.046 0.014 0.049
H -1.78258 0.68421 -2.68195 -0.025 -0.011 0.071
H -0.84364 0.14936 -4.06345 0.024 0.030 -0.046
H 1.34984 2.67761 -4.03937 0.015 -0.006 0.003
H 2.54825 2.39807 -2.78104 0.001 -0.012 -0.004
H -0.06065 4.00119 -2.46136 -0.007 0.008 -0.004
H 1.55998 4.66722 -2.44392 -0.013 -0.004 0.000
H -0.28609 5.46988 -0.23711 0.009 0.025 0.023
H 0.51528 5.08765 1.29685 -0.009 -0.022 0.017
H -0.92846 4.18952 0.81429 0.012 0.025 -0.024
H 2.78045 5.09058 -0.06779 0.024 -0.013 0.016
H 3.48185 3.51921 -0.52338 0.016 -0.003 0.001
H 2.90026 3.78778 1.13520 -0.006 -0.027 0.000
O -1.49743 -1.11499 -0.04935 -0.172 0.074 -0.149
S -2.82447 -1.80178 -0.23314 0.039 -0.095 0.003
C -2.44769 -3.58810 -0.29636 -0.024 -0.039 -0.012
C -0.97064 -3.85823 -0.59288 0.028 -0.023 -0.034
C -0.18301 -4.14823 0.68259 0.016 -0.053 -0.021
C 1.32592 -4.16298 0.45893 0.009 0.003 -0.003
S 2.11938 -2.54440 0.68901 0.017 0.080 -0.009
O 1.18401 -1.53791 0.07057 -0.096 0.031 -0.008
C 1.92714 -2.41947 2.46039 -0.029 0.000 0.023
C 0.81819 -1.78907 3.00475 -0.003 0.006 -0.047
C 0.66733 -1.76247 4.38383 0.032 0.016 0.016
C 1.62173 -2.35536 5.20146 -0.001 0.046 0.005
C 2.74416 -2.95763 4.64711 0.014 0.002 -0.033
C 2.90599 -2.98413 3.26855 -0.032 -0.036 0.013
C -3.34494 -1.55576 -1.92620 -0.004 0.035 0.021
C -2.66556 -2.08594 -3.01988 -0.012 -0.025 0.011
C -3.13861 -1.83943 -4.29720 0.015 0.015 -0.012
C -4.27371 -1.05553 -4.48493 0.004 -0.003 0.003
C -4.94326 -0.52424 -3.39439 0.011 0.018 0.014
C -4.48015 -0.77834 -2.10812 0.024 0.029 -0.018
H -3.12989 -4.01775 -1.02858 0.022 -0.032 0.012
H -2.72911 -3.97959 0.68255 -0.003 0.017 -0.001
H -0.51924 -2.98933 -1.07312 -0.027 0.015 -0.003
H -0.89041 -4.70522 -1.27790 -0.006 -0.003 0.000
H -0.48537 -5.11537 1.09056 0.000 0.000 -0.006
H -0.44208 -3.40402 1.43448 0.013 0.057 0.070
H 1.58470 -4.46541 -0.55844 -0.006 0.007 0.001
H 1.85236 -4.83103 1.14248 0.006 0.006 0.013
H 0.09504 -1.32359 2.34523 -0.022 -0.059 -0.035
H -0.19851 -1.28417 4.82339 0.001 0.004 0.003
H 1.49487 -2.34091 6.27584 0.000 -0.004 -0.002
H 3.49060 -3.40946 5.28646 0.002 0.006 -0.002
H 3.77669 -3.45479 2.82619 0.014 -0.001 0.005
H -1.78537 -2.69915 -2.87768 0.003 -0.015 0.000
H -2.63210 -2.26835 -5.15223 0.003 0.002 0.002
H -4.64265 -0.87409 -5.48554 -0.002 -0.004 -0.002
H -5.83429 0.07132 -3.54031 -0.008 -0.001 -0.003
H -5.00797 -0.38729 -1.24631 -0.008 -0.013 0.005
C -4.20987 2.23443 0.51147 0.007 -0.018 0.035
C -3.53755 2.77175 -0.57492 0.051 -0.001 -0.045
C -2.19295 2.50079 -0.72489 -0.124 -0.009 0.028
N -1.49754 1.73376 0.12717 -0.112 -0.018 0.020
C -2.15941 1.20406 1.16934 0.023 -0.022 -0.027
C -3.50207 1.43787 1.39507 -0.037 0.009 0.000
H -5.26176 2.43376 0.66583 -0.004 0.006 0.001
H -4.03824 3.39838 -1.29918 -0.002 0.000 -0.001
H -1.64892 2.91532 -1.55758 0.042 0.016 -0.062
H -1.59777 0.55699 1.82347 0.035 0.049 0.027
H -3.97628 0.99307 2.25803 0.000 -0.007 0.000
```
Forces are in eV/Å.

- Multiplicity: 2
- Gap between HOMO and LUMO (alpha / beta): 7.3 / 6.4 eV
- Total charge: +2
- ⟨S²⟩: 0.76
- HOMO level (alpha / beta): -0.470 / -0.495 hartree
- Relative energy (zero: lowest compared OMol25 entry of this formula, charge and spin): 2.3 kcal per mole

Atomic partial charges in e from the Löwdin method, atoms 1 to 6: 0.624 -0.086 -0.721 0.729 -0.707 -0.083



This record from the Open Molecules 2025 dataset describes the molecule C4H5NS in a non-equilibrium geometry. The level of theory is ωB97M-V/def2-TZVPD.

```
11
Properties=species:S:1:pos:R:3:forces:R:3
C 2.74490 -0.06627 -0.06844 1.643 0.022 3.171
C 1.21057 -0.31162 -0.24817 0.070 2.388 1.358
C 0.02746 0.03757 -0.07149 4.869 -2.167 -0.805
C -1.31894 0.31228 -0.01061 -3.182 -1.116 0.872
H 3.14279 0.94667 -0.47040 -0.899 -2.150 -0.382
H 3.53166 -1.01808 -0.16016 -2.470 2.665 -0.368
H 3.00050 0.29132 1.13297 -1.324 -1.428 -2.947
H -1.52649 1.40340 0.03626 -0.444 -0.651 -0.339
H -4.76376 -0.99675 -0.14964 1.696 0.663 0.238
N -2.22060 -0.66069 0.09726 0.341 2.489 -0.997
S -3.82808 0.06215 -0.08758 -0.301 -0.714 0.200
```
Forces are in eV/Å.

- Gap between HOMO and LUMO: 8.4 eV
- HOMO level: -0.315 hartree
- Relative energy (zero: lowest compared OMol25 entry of this formula, charge and spin): 101.5 kcal per mole

Atomic partial charges in e from the Löwdin method, atoms 1 to 6: -0.156 -0.029 -0.069 -0.362 0.072 0.109



| no. | total energy (eV) |
| --- | --- |
| 1 | -41369.0740 |
| 2 | -25458.2827 |
| 3 | -26029.3997 |
| 4 | -103209.6848 |
| 5 | -16549.6639 |